{
  "formula": "C6H13N2",
  "method": "ωB97M-V/def2-TZVPD",
  "species": ["C", "C", "C", "N", "C", "N", "C", "C", "H", "H", "H", "H", "H", "H", "H", "H", "H", "H", "H", "H", "H"],
  "xyz": [[-2.1729, -0.9955, -1.6462], [-0.8412, -0.3640, -1.3659], [-0.6539, 0.9217, -1.1682], [0.6265, 1.5614, -1.0387], [1.7203, 1.1275, -0.4859], [1.6412, 0.2674, 0.4733], [0.4019, 0.0376, 1.2458], [0.7008, -0.7055, 2.4850], [-2.5185, -0.6453, -2.6143], [-2.9465, -0.7655, -0.9742], [-2.0643, -2.1237, -1.4974], [-0.0793, -1.1049, -1.1482], [-1.4967, 1.5752, -1.5913], [0.8318, 2.3162, -1.7487], [2.7251, 1.6978, -0.6022], [2.2888, -0.2898, 0.9851], [-0.1892, 0.8747, 1.3798], [-0.3417, -0.6105, 0.7211], [1.0231, 0.0037, 3.2957], [1.4384, -1.5220, 2.3679], [-0.0934, -1.2565, 2.9276]],
  "forces_ev_per_a": [[1.041, -1.635, -0.399], [-0.254, -1.341, 1.172], [-1.237, 1.716, -2.628], [0.089, 1.966, -2.403], [2.289, 1.355, 0.943], [-2.250, -1.295, 2.088], [-0.966, -3.231, -1.482], [1.866, 0.514, 2.378], [-0.100, -0.659, -0.358], [-0.844, 0.836, 1.188], [-0.235, 1.489, -1.016], [0.389, 0.285, -0.347], [1.546, -0.418, 1.278], [-0.761, -1.019, 1.202], [-1.823, -1.314, -0.531], [1.855, 0.425, -0.598], [-0.573, 2.286, 0.407], [0.949, 0.349, -0.022], [0.147, -0.821, -0.639], [0.122, 0.598, -0.182], [-1.252, -0.088, -0.053]],
  "max_force_ev_per_a": 3.7,
  "total_charge": 1,
  "smiles": "C/C=C/N/C=[NH+]\\CC",
  "homo_ev": -13.58,
  "e_above_lowest_kcal_mol": 50.36,
  "gap_ev": 9.974
}

***

{
  "formula": "C6H13N2",
  "method": "ωB97M-V/def2-TZVPD",
  "species": ["C", "C", "C", "C", "C", "C", "N", "N", "H", "H", "H", "H", "H", "H", "H", "H", "H", "H", "H", "H", "H"],
  "xyz": [[2.7174, -0.4753, 1.3232], [0.1695, -0.9121, -0.1615], [-1.2864, 0.2869, 1.1704], [0.2353, 1.5699, -0.3519], [-1.6101, 0.2497, -1.4051], [-0.7166, 0.3309, -0.2391], [1.5582, -0.8129, 1.5026], [0.2009, -1.9712, -0.8412], [3.3098, -0.1418, 0.4182], [3.3368, -0.4886, 2.2001], [-1.9226, -0.5180, 1.4815], [-1.7571, 1.1916, 1.2834], [-0.3449, 0.4221, 1.8344], [0.5768, 1.6108, -1.3463], [1.0013, 1.4952, 0.3684], [-0.2857, 2.4901, -0.2164], [-0.9811, 0.0962, -2.2665], [-2.1785, -0.6371, -1.3195], [-2.1494, 1.1348, -1.4346], [-0.4521, -2.0836, -1.6066], [0.5784, -2.8376, -0.3937]],
  "forces_ev_per_a": [[2.470, 1.033, -2.289], [2.575, 2.750, 2.546], [2.919, 0.060, 1.062], [-1.434, -1.240, 0.045], [1.124, -1.365, -0.092], [2.848, -0.942, 0.829], [-4.017, -1.333, -1.381], [-0.233, -1.808, 0.811], [-1.047, -0.436, 0.571], [0.202, -0.032, 0.858], [-0.125, -0.565, -0.069], [-1.705, 2.122, 0.411], [-1.914, -0.706, -0.621], [0.972, -0.017, -1.191], [1.027, 0.084, 0.621], [-0.739, 0.552, 0.419], [0.017, 0.474, -0.762], [-1.430, -0.678, -0.002], [-1.417, 1.393, -0.553], [-0.179, -0.267, -0.303], [0.087, 0.922, -0.911]],
  "max_force_ev_per_a": 4.5,
  "total_charge": 1,
  "homo_ev": [-13.74, -13.76],
  "e_above_lowest_kcal_mol": 110.45,
  "gap_ev": [8.981, 8.984]
}

***

{
  "formula": "C6H13N2",
  "method": "ωB97M-V/def2-TZVPD",
  "species": ["C", "N", "C", "C", "C", "C", "C", "N", "H", "H", "H", "H", "H", "H", "H", "H", "H", "H", "H", "H", "H"],
  "xyz": [[2.0474, -1.6814, -3.1097], [1.0346, -1.8305, -2.3723], [1.0995, -1.2630, -1.0827], [-0.0272, -1.1379, -0.3938], [-0.1911, -0.5691, 0.9898], [-0.4046, 0.9452, 0.9527], [-0.5857, 1.6355, 2.2580], [-1.6104, 1.2167, 0.0621], [2.0809, -2.0670, -4.1228], [2.9784, -1.2155, -2.7772], [2.0970, -1.1573, -0.6484], [-0.9104, -1.5945, -0.8245], [-1.0625, -1.0365, 1.4309], [0.6438, -0.8196, 1.6507], [0.4175, 1.3325, 0.3613], [-0.4935, 2.7180, 2.3393], [0.1169, 1.2205, 2.9850], [-1.4886, 1.3660, 2.8073], [-2.4807, 0.9121, 0.5005], [-1.6885, 2.2180, -0.1260], [-1.5729, 0.8080, -0.8800]],
  "forces_ev_per_a": [[0.654, -0.216, -0.113], [-0.281, 0.407, -0.057], [0.234, -1.012, -0.090], [-0.214, -0.139, 0.428], [-0.028, -0.136, -0.023], [0.291, -0.385, -0.902], [0.008, -0.253, 1.932], [-0.375, 0.609, -0.486], [-0.323, -0.116, -0.010], [-0.033, 0.206, 0.159], [-0.101, 0.598, -0.005], [-0.098, 0.229, -0.338], [-0.293, -0.146, 0.333], [0.046, 0.286, -0.151], [0.233, 0.391, 0.117], [0.080, -0.009, -0.621], [0.526, 0.144, -0.342], [-0.584, -0.069, -0.534], [-0.014, -0.033, 0.080], [-0.105, 0.108, 0.320], [0.376, -0.464, 0.303]],
  "max_force_ev_per_a": 1.9,
  "total_charge": 1,
  "smiles": "C=N/C=C/C[C@H](C)[NH3+]",
  "homo_ev": -12.84,
  "e_above_lowest_kcal_mol": 37.25,
  "gap_ev": 9.384
}

***

{
  "formula": "C6H13N2",
  "method": "ωB97M-V/def2-TZVPD",
  "species": ["C", "C", "C", "C", "C", "C", "N", "N", "H", "H", "H", "H", "H", "H", "H", "H", "H", "H", "H", "H", "H"],
  "xyz": [[-0.4278, 0.5875, 0.5560], [2.6482, 2.5744, 1.0522], [-1.0021, -0.5545, 0.4931], [-2.2871, -1.7541, -1.0470], [-1.2737, -3.0106, 0.8275], [1.9932, 2.2782, -1.2137], [-1.4996, -1.6543, 0.1929], [2.0235, 1.9879, 0.0939], [0.7064, 0.8262, 0.5815], [-0.9227, 1.2720, 1.2358], [3.3741, 3.3074, 0.8848], [2.2582, 2.3320, 2.0688], [-2.0645, -1.0353, -1.7413], [-2.3039, -2.7678, -1.3635], [-3.3319, -1.6666, -0.7276], [-2.2170, -3.4965, 0.5757], [-0.3532, -3.3768, 0.4379], [-1.0745, -2.9271, 1.9436], [2.4509, 1.6089, -1.9366], [2.4076, 3.2762, -1.4749], [0.8957, 2.1929, -1.4392]],
  "forces_ev_per_a": [[0.460, -0.080, 2.214], [-2.665, -1.931, -0.817], [1.128, 0.087, -0.314], [-2.197, -1.395, 2.331], [-0.526, 1.836, 2.056], [-0.819, 1.779, -3.870], [0.189, -0.866, -0.522], [0.930, -1.103, 5.678], [-0.689, 0.013, -1.323], [-0.394, 0.432, -0.210], [1.128, 1.358, -0.095], [1.007, 0.130, -0.653], [0.816, 1.561, -1.691], [0.824, -0.697, -0.840], [-0.007, 0.529, -0.112], [0.641, -0.724, 0.416], [0.279, -0.721, -0.841], [-0.740, 0.096, -1.362], [0.320, -0.653, 0.427], [-0.460, -0.266, 0.069], [0.775, 0.617, -0.540]],
  "max_force_ev_per_a": 5.9,
  "total_charge": 1,
  "homo_ev": -12.77,
  "e_above_lowest_kcal_mol": 103.44,
  "gap_ev": 9.287
}

***

{
  "formula": "C6H13N2",
  "method": "ωB97M-V/def2-TZVPD",
  "species": ["C", "C", "C", "C", "C", "C", "N", "N", "H", "H", "H", "H", "H", "H", "H", "H", "H", "H", "H", "H", "H"],
  "xyz": [[-0.2195, 2.1004, 0.5296], [-1.0901, 0.9439, 0.2008], [0.6725, -0.0441, 0.7359], [1.0672, -1.0884, 1.6127], [-0.9495, -1.5012, -0.5085], [0.1501, 0.2347, -1.8689], [-0.1484, 0.9598, 1.3573], [-0.2926, -0.1914, -0.4996], [0.6241, 2.2336, -0.2066], [-0.7128, 2.9448, 1.0431], [-2.1959, 0.8212, 0.1452], [2.3557, 0.7351, -0.0439], [0.2065, -1.5770, 2.0574], [1.4796, -0.3909, 2.3822], [1.7995, -1.7903, 1.1790], [-1.8682, -1.5049, -1.1256], [-0.1187, -2.0785, -0.8040], [-1.2622, -1.8891, 0.4804], [0.3584, -0.5489, -2.5267], [-0.7591, 0.6263, -2.1864], [0.9036, 1.0051, -1.9536]],
  "forces_ev_per_a": [[-0.039, 1.015, -2.041], [-0.056, -0.935, -0.464], [1.479, 2.861, -2.875], [1.194, -0.593, 0.861], [-1.126, -0.061, 0.650], [-0.457, 0.337, 0.925], [0.057, -1.258, 1.071], [0.644, 2.244, 1.277], [-0.815, 0.471, 1.222], [0.442, -0.346, -0.709], [1.007, 0.210, 0.559], [-2.998, -1.298, 1.336], [-0.073, -0.253, 0.167], [0.272, -1.242, 0.004], [-0.328, 0.346, 0.499], [0.901, -0.046, -0.167], [0.247, -1.592, -0.945], [0.274, 0.826, -0.288], [0.656, -1.628, -0.526], [-1.503, 1.037, -1.287], [0.223, -0.095, 0.732]],
  "max_force_ev_per_a": 4.3,
  "total_charge": 1,
  "homo_ev": [-13.89, -13.89],
  "e_above_lowest_kcal_mol": 161.51,
  "gap_ev": [9.373, 9.374]
}

***

What is the formula in the fifth record?
C6H13N2